[1]
{
  "formula": "C15H9ClO6P",
  "method": "ωB97M-V/def2-TZVPD",
  "species": ["O", "C", "C", "C", "C", "C", "C", "C", "C", "O", "C", "C", "C", "C", "C", "C", "P", "O", "Cl", "H", "H", "H", "H", "H", "H", "H", "H", "C", "O", "O", "O", "H"],
  "xyz": [[-2.85084, -1.22186, -2.64717], [-2.20996, -0.53831, -1.88741], [-2.46413, 0.99929, -1.71315], [-3.77812, 1.61137, -1.67727], [-3.82600, 3.06262, -1.45924], [-2.66309, 3.90374, -1.27168], [-1.33774, 3.28753, -1.34167], [-1.27611, 1.85879, -1.55605], [0.10939, 1.13095, -1.62958], [1.03530, 1.56754, -2.26638], [0.15000, -0.22411, -0.84672], [-1.03832, -1.08376, -1.00886], [-1.06375, -2.36444, -0.32156], [0.06085, -2.78399, 0.51987], [1.22713, -1.89800, 0.66316], [1.29773, -0.60134, -0.01220], [2.71605, 0.60329, 0.14849], [3.64492, 0.12798, 1.48301], [1.86480, 2.45333, 0.80231], [-4.70396, 1.01398, -1.80612], [-4.84780, 3.51672, -1.42536], [-2.69899, 4.99921, -1.07509], [-0.38829, 3.85030, -1.20145], [-1.94177, -3.03538, -0.43196], [0.05605, -3.75646, 1.05436], [2.07391, -2.21956, 1.32754], [3.24906, 0.54847, 2.27076], [3.67360, -3.12604, 3.75376], [2.81603, -2.98409, 2.83097], [4.92806, -2.69206, 3.35856], [3.55901, -3.57125, 4.89545], [4.62697, -2.43446, 2.47069]],
  "atomic_forces_ev_per_a": [[-0.0090, 0.2105, 0.5155], [0.8318, 0.6475, 0.8219], [0.2238, 1.5763, 0.3346], [2.3415, 1.3983, 0.1605], [0.4117, -0.6212, 0.0153], [0.9514, -2.1032, -0.3761], [-1.8821, -1.4423, -0.2373], [-0.6971, -0.1464, 0.0171], [-1.2018, -0.5416, 0.6678], [-0.2644, -0.0583, 0.4203], [-0.4824, -0.6342, 0.2008], [1.6601, 0.1024, 0.9549], [1.5327, 0.6033, 0.3169], [0.1604, 2.4405, -1.4620], [-1.0565, 0.3263, -0.7396], [-2.8175, -1.0988, 0.3262], [1.6260, -0.6330, -0.3020], [-1.9844, 1.0486, -0.8659], [-0.1099, -0.8330, 0.2236], [0.8301, 0.5346, 0.1067], [1.1058, -0.3220, 0.0120], [-0.3700, -1.0834, -0.2250], [-0.9424, -0.4544, -0.1848], [0.6881, 0.6358, 0.0457], [-0.0166, 0.9071, -0.4438], [-0.8522, 0.2256, -0.4081], [0.2986, -0.6552, 0.0424], [-0.5761, -0.4341, 0.7731], [-0.2718, -0.1738, 0.1676], [0.0474, 0.2193, -0.5671], [-0.0407, 0.0859, -0.2319], [0.8655, 0.2728, -0.0792]],
  "nbo_charge": [-0.514, 0.571, -0.115, -0.179, -0.214, -0.212, -0.181, -0.113, 0.557, -0.512, -0.005, -0.182, -0.165, -0.201, -0.163, -0.431, 1.147, -0.956, -0.372, 0.234, 0.215, 0.224, 0.243, 0.224, 0.244, 0.322, 0.499, 0.949, -0.880, -0.757, -0.755, 0.476],
  "homo_ev": -4.877,
  "total_charge": -1,
  "homo_lumo_gap_ev": 6.191
}

[2]
{
  "formula": "C4H7NO2",
  "method": "ωB97M-V/def2-TZVPD",
  "species": ["O", "C", "C", "N", "H", "H", "H", "C", "C", "O", "H", "H", "H", "H"],
  "xyz": [[-0.57557, -0.19165, 1.74217], [-1.27641, -0.07743, 0.77240], [-1.88480, 0.71780, -0.29674], [-2.16213, -0.73628, -0.01707], [-1.37027, 0.90559, -1.23433], [-2.62656, 1.45877, 0.00218], [-3.05898, -1.07582, 0.31099], [1.91870, -0.78327, -0.08405], [1.74791, 0.69027, -0.31518], [1.01972, 1.17309, -1.15288], [1.78433, -1.00884, 0.97861], [2.93669, -1.07876, -0.36682], [1.19401, -1.34369, -0.67978], [2.35335, 1.35023, 0.34050]],
  "atomic_forces_ev_per_a": [[-0.3625, 0.0592, -0.4755], [0.1234, -0.0340, 0.2819], [0.0510, 0.3631, -0.0873], [-0.0068, -0.2297, 0.1428], [-0.1107, -0.0403, 0.1564], [0.0955, -0.1350, -0.0139], [0.0909, 0.0388, 0.0103], [-0.0761, -0.0324, -0.0711], [-0.1074, 0.0713, -0.1831], [0.3322, -0.2023, 0.3379], [0.0332, 0.0555, -0.1413], [-0.1155, 0.0729, 0.0466], [0.1211, 0.0500, 0.0728], [-0.0684, -0.0372, -0.0764]],
  "nbo_charge": [-0.552, 0.683, -0.338, -0.626, 0.238, 0.202, 0.394, -0.731, 0.457, -0.549, 0.250, 0.235, 0.230, 0.107],
  "homo_ev": -9.783,
  "smiles": "O=C1CN1.CC=O",
  "homo_lumo_gap_ev": 10.711
}

[3]
{
  "formula": "C3H9NO",
  "method": "ωB97M-V/def2-TZVPD",
  "species": ["C", "C", "C", "N", "O", "H", "H", "H", "H", "H", "H", "H", "H", "H"],
  "xyz": [[0.69803, -0.33436, -0.78768], [-0.78769, -0.60930, 0.60182], [-1.73768, 0.55456, 0.58981], [1.11578, 0.22436, 0.33761], [2.69395, 0.28141, -1.05372], [2.73864, 1.20885, -1.32368], [1.70959, -0.43065, 0.84639], [0.98186, -1.32744, -1.12060], [0.12983, 0.27988, -1.47508], [-1.10287, -1.47755, 0.02315], [-0.45882, -0.92725, 1.58666], [-2.66700, 0.28896, 1.10628], [-2.00697, 0.85026, -0.42582], [-1.30664, 1.41829, 1.09486]],
  "atomic_forces_ev_per_a": [[-0.1021, -0.0500, 0.1084], [0.7453, 0.2366, -0.2407], [0.0211, 0.0600, -0.0363], [-0.5806, -0.1854, 0.1269], [-0.2517, 0.0405, 0.0285], [0.0345, -0.1193, 0.0114], [-0.0266, -0.0200, -0.0553], [0.0294, 0.0457, 0.0577], [-0.0024, 0.0222, 0.0303], [0.0448, 0.0459, -0.0042], [-0.0095, 0.0194, -0.0278], [0.0872, -0.0182, -0.0310], [0.0249, -0.0274, 0.0478], [-0.0143, -0.0501, -0.0158]],
  "nbo_charge": [0.034, -0.304, -0.653, -0.379, -1.005, 0.437, 0.372, 0.199, 0.199, 0.214, 0.215, 0.227, 0.213, 0.231],
  "homo_ev": [-7.841, -7.842],
  "homo_lumo_gap_ev": [8.148, 8.150]
}

[4]
{
  "formula": "C4H4N4O",
  "method": "ωB97M-V/def2-TZVPD",
  "species": ["N", "C", "C", "N", "C", "C", "N", "N", "O", "H", "H", "H", "H"],
  "xyz": [[0.26302, -1.01231, 3.02907], [0.31102, -0.29505, 1.90478], [0.75098, 0.35209, 0.65189], [-0.15949, 0.63792, -0.31852], [-1.14708, -0.46874, -0.83568], [0.08195, -1.43084, -1.10595], [1.08648, -2.19160, -1.01489], [0.04247, 1.95316, -0.75410], [-0.56991, 2.20508, -1.76496], [0.88596, 1.41700, 1.21551], [1.85727, -0.21946, 0.43844], [-1.86172, -0.11718, -1.70655], [-1.54094, -0.83007, 0.26095]],
  "atomic_forces_ev_per_a": [[0.1956, 7.1474, -10.8883], [-0.5266, -7.9939, 10.3685], [4.2379, 0.9330, 4.9694], [-2.1225, 1.3963, -1.9373], [3.1381, 0.1400, 2.0566], [4.9197, -5.9250, 0.2011], [-7.9658, 6.1474, -0.9093], [-1.8781, -1.4794, -2.0355], [0.5628, 0.1844, 1.1046], [0.7031, -2.0157, -1.7571], [-3.0938, 1.7756, 0.0155], [1.7451, -0.9059, 2.0093], [0.0847, 0.5958, -3.1976]],
  "nbo_charge": [-0.290, 0.223, -0.379, -0.307, -0.337, 0.236, -0.300, 0.290, -0.333, 0.305, 0.284, 0.316, 0.292],
  "homo_ev": -10.735,
  "smiles": "N#CCN(CC#N)N=O",
  "homo_lumo_gap_ev": 10.294
}